# 1
Density functional theory data (ωB97M-V/def2-TZVPD) for 2 unconnected molecules or ions with the total composition C22H20N4O2 at a distorted geometry.

Geometry as XYZ:
```
48
Properties=species:S:1:pos:R:3:mulliken_charge:R:1
C 6.27691 0.86838 0.05544 -0.818
O 5.28863 1.64151 -0.66314 -0.451
C 4.00880 1.63503 -0.20517 0.859
C 3.04673 2.33628 -0.98003 -0.735
C 1.72539 2.35322 -0.58846 -0.449
C 1.29702 1.66667 0.58077 0.176
C -0.10228 1.61601 1.00669 0.761
C -0.44363 1.83868 2.32777 0.487
C -1.80741 1.98394 2.70431 -0.203
N -2.92454 2.16092 3.02009 -0.619
C 0.49347 2.29276 3.31588 -0.104
N 1.23259 2.65909 4.15306 -0.622
C 2.27910 1.02793 1.36854 -0.561
C 3.60802 0.97634 0.98086 -0.808
H 7.18961 1.02864 -0.51770 0.239
H 6.40693 1.22829 1.08589 0.324
H 6.01589 -0.19927 0.07070 0.342
H 3.39210 2.84288 -1.87671 0.423
H 0.99755 2.96102 -1.13141 0.458
H -0.88866 1.58927 0.24899 0.680
H 1.98851 0.56745 2.31952 0.204
H 4.34999 0.44035 1.58626 0.361
C -3.82785 -0.83548 -5.39971 -0.812
O -2.59288 -0.52333 -4.73006 -0.420
C -2.38940 -0.95847 -3.45592 0.885
C -1.21566 -0.45551 -2.83095 -0.823
C -0.99036 -0.70919 -1.47977 -0.161
C -1.93611 -1.45190 -0.75245 0.713
N -1.82579 -1.52519 0.62876 0.361
C -0.96262 -0.73715 1.38006 -0.621
N -0.96642 -1.37882 2.59984 0.467
C -0.11238 -1.13334 3.72699 -0.941
C -1.92072 -2.39901 2.65126 -0.743
C -2.46522 -2.48705 1.43655 -0.355
C -3.01652 -2.06990 -1.39278 -0.953
C -3.27387 -1.80507 -2.74049 -0.636
H -3.64681 -0.47357 -6.41035 0.248
H -4.02940 -1.91434 -5.41214 0.311
H -4.67250 -0.29733 -4.94981 0.339
H -0.54361 0.17011 -3.41109 0.434
H -0.11862 -0.31133 -0.96629 0.588
H 0.37100 -0.16290 3.61068 0.305
H -0.72283 -1.13863 4.64062 0.303
H 0.65653 -1.91627 3.85486 0.306
H -2.14967 -2.93912 3.55412 0.458
H -3.21522 -3.14950 1.05194 0.340
H -3.69935 -2.70825 -0.83574 0.186
H -4.16443 -2.20485 -3.23027 0.277
```

Calculated values
Largest force on an atom = 2.9 eV/Å
HOMO = -0.2969 Ha
Spin multiplicity = 1
Kohn-Sham gap = 7.8 eV

***

# 2
Density functional theory data (ωB97M-V/def2-TZVPD) for a molecular structure, C22H20N4O2PdSe2 at a distorted geometry.

Geometry as XYZ:
```
51
Properties=species:S:1:pos:R:3:mulliken_spin:R:1
Pd -0.43290 -0.38048 -1.05090 1.272
C 0.42769 4.12397 -0.71019 0.008
C 0.62542 2.64033 -0.92476 0.020
O -0.26449 1.87401 -0.45776 0.121
C 1.69875 2.20978 -1.70975 0.044
C 1.95496 0.83834 -1.88181 0.051
C 2.50995 0.34252 -3.19634 -0.003
N 1.78754 -0.06763 -0.92272 0.094
N 1.88934 0.28471 0.37012 0.044
C 1.04541 -0.18641 1.24575 -0.024
O 0.03221 -0.94360 0.98437 0.237
C 1.30113 0.20283 2.65682 0.017
C 0.26414 0.15218 3.58261 0.002
C 0.49340 0.49354 4.90622 0.003
C 1.76156 0.87399 5.31856 -0.005
C 2.79862 0.92530 4.39676 0.004
C 2.57093 0.59686 3.07202 -0.008
H -0.43764 4.45602 -1.28656 0.002
H 0.21630 4.31178 0.34181 0.002
H 1.30327 4.69059 -1.01555 -0.002
H 2.24802 2.92888 -2.30200 0.003
H 2.88518 1.18242 -3.77774 0.003
H 3.31850 -0.36839 -3.02731 0.000
H 1.73341 -0.13922 -3.79574 0.001
H -0.71807 -0.15647 3.25108 0.000
H -0.31653 0.45606 5.62313 0.000
H 1.94247 1.12924 6.35437 0.000
H 3.78957 1.21809 4.71745 0.000
H 3.36268 0.63848 2.33807 -0.001
Se -2.48646 -3.04436 -0.49429 0.003
Se -3.21370 -1.89211 -2.35600 0.005
C -3.68027 -0.26288 -1.41234 -0.001
C -4.98771 0.19680 -1.42274 0.001
C -5.28890 1.30772 -0.65200 -0.002
C -4.28533 1.89739 0.10013 0.002
C -3.00461 1.37272 0.03685 0.000
N -2.70671 0.32007 -0.72131 0.035
C -0.68092 -3.42501 -1.03305 0.005
C -0.15486 -4.66657 -0.70791 -0.001
C 1.11647 -4.98443 -1.14845 0.004
C 1.80146 -4.05409 -1.91566 0.003
C 1.20211 -2.84030 -2.18498 0.003
N -0.01734 -2.51297 -1.74655 0.045
H -5.73782 -0.31906 -2.00419 0.001
H -6.29896 1.69191 -0.61950 0.000
H -4.49334 2.75084 0.72828 0.001
H -2.17986 1.80831 0.58342 0.000
H -0.75017 -5.36421 -0.13548 0.000
H 1.55097 -5.94773 -0.92002 0.000
H 2.78633 -4.26510 -2.30541 0.000
H 1.71880 -2.09465 -2.76875 0.013
```

Calculated values
Largest force on an atom = 1.8 eV/Å
<S²> = 2.015
HOMO (alpha / beta) = -0.2484 / -0.2426 Ha
Spin multiplicity = 3
Kohn-Sham gap (alpha / beta) = 6.3 / 5.7 eV

***

# 3
Density functional theory data (ωB97M-V/def2-TZVPD) for a molecular structure, C22H21AsF9N4OPtS at a distorted geometry.

Geometry as XYZ:
```
60
Properties=species:S:1:pos:R:3:mulliken_spin:R:1
Pt 0.09099 -0.34303 -0.02118 1.633
S -1.62792 6.78584 -1.74746 0.428
N -0.26537 5.96009 -1.93200 -0.086
C -0.45354 4.75476 -1.39261 0.153
C 0.50845 3.73996 -1.39073 0.070
C 1.76792 3.82009 -1.96541 0.046
C 2.56163 2.73510 -1.98613 0.004
C 2.11392 1.54452 -1.44400 0.020
N 0.92230 1.49314 -0.84700 0.109
C 0.09200 2.55338 -0.82857 0.051
C -1.18952 2.38657 -0.19582 0.100
N -1.45003 1.22499 0.37377 0.221
C -2.67993 1.03663 0.94001 0.041
C -3.71585 1.95094 0.89184 -0.010
C -3.45459 3.15712 0.30915 0.057
C -2.18535 3.42552 -0.15750 0.046
C -1.77827 4.62865 -0.77781 0.178
N -2.49883 5.72897 -0.94940 -0.078
H 2.15108 4.81960 -2.30475 -0.002
H 3.57381 2.85535 -2.36149 0.001
H 2.73253 0.65184 -1.45369 0.006
H -2.82148 0.02496 1.30873 0.006
H -4.66904 1.70336 1.28192 0.002
H -4.18598 3.93502 0.17087 -0.001
C 2.63284 0.26360 2.95967 0.001
C 1.29867 -0.39571 3.21703 0.023
As 0.63741 -1.75348 1.98366 0.361
C -0.78161 -2.73773 2.79084 0.015
C -0.31450 -3.27286 4.12793 0.019
C 2.02445 -2.96359 1.42251 0.012
C 3.18113 -2.44938 0.62730 0.017
H 2.86760 0.95708 3.72175 0.001
H 2.73857 0.74508 2.02078 0.003
H 3.45458 -0.46577 2.93439 -0.001
H 0.49478 0.36131 3.37076 0.007
H 1.40699 -0.90642 4.19786 0.014
H -1.14262 -3.51338 2.14521 0.000
H -1.69310 -2.08635 2.95748 0.006
H 0.54608 -3.94907 4.04959 -0.001
H -1.13172 -3.89976 4.59057 0.007
H -0.07970 -2.51083 4.87168 0.000
H 1.44134 -3.70215 0.87222 0.007
H 2.46892 -3.37082 2.37083 0.014
H 2.87652 -1.98835 -0.33964 -0.001
H 3.80226 -3.29218 0.35274 0.001
H 3.83084 -1.76457 1.16085 0.002
F -2.79378 -2.87087 -1.56696 -0.001
C -1.48565 -2.92159 -1.80593 0.011
F -1.14276 -4.09801 -2.28254 0.004
F -0.85153 -2.82933 -0.56293 0.037
C -1.01075 -1.66227 -2.63063 -0.055
O -1.08274 -0.56779 -1.82826 0.406
C -2.02491 -1.42458 -3.75811 0.050
F -3.15687 -0.91185 -3.29045 0.001
F -1.51453 -0.46447 -4.57908 0.002
F -2.25403 -2.52570 -4.46051 0.008
C 0.44511 -1.88772 -3.20343 0.017
F 1.24191 -2.28731 -2.15549 0.012
F 0.97685 -0.70398 -3.58159 0.001
F 0.55502 -2.72259 -4.22083 0.001
```

Calculated values
Largest force on an atom = 2.8 eV/Å
<S²> = 6.042
HOMO (alpha / beta) = -0.6784 / -0.6988 Ha
Total charge = +3
Spin multiplicity = 5
Kohn-Sham gap (alpha / beta) = 8.1 / 5.3 eV

***

# 4
Density functional theory data (ωB97M-V/def2-TZVPD) for a molecular structure, C22H21AuBr2N4S at a distorted geometry.

Geometry as XYZ:
```
51
Properties=species:S:1:pos:R:3:mulliken_charge:R:1
Au -0.19963 0.07889 -1.53736 0.577
Br -2.55333 -6.91256 -1.46662 -0.107
C -2.44500 -5.04959 -1.40762 -0.004
C -1.24511 -4.41949 -1.70197 -0.865
C -1.18105 -3.03922 -1.64716 -0.217
C -2.29290 -2.28707 -1.29380 1.337
C -3.49724 -2.92659 -1.01594 -0.622
C -3.57223 -4.30449 -1.07080 -0.830
N -2.11332 -0.87302 -1.19746 -0.040
C -3.02947 -0.05332 -0.86467 0.104
C -2.72188 1.37584 -0.71802 0.396
C -3.67281 2.27052 -0.27479 -0.647
C -3.32083 3.60550 -0.10722 -0.342
C -2.02533 3.99902 -0.37838 -0.907
C -1.11072 3.05015 -0.81322 -0.173
N -1.45822 1.77728 -0.98423 -0.231
H -0.37438 -5.00341 -1.96452 0.440
H -0.24266 -2.54213 -1.88239 0.206
H -4.39078 -2.37498 -0.75439 0.285
H -4.50317 -4.80624 -0.84687 0.445
H -4.04613 -0.36654 -0.65049 0.309
H -4.67511 1.92563 -0.05720 0.418
H -4.05221 4.32204 0.24196 0.472
H -1.71085 5.02601 -0.25754 0.423
H -0.08248 3.31019 -1.01637 0.695
Br 5.62428 2.88884 -2.76476 -0.085
C 3.97027 2.09422 -2.43542 -0.138
C 2.80806 2.73433 -2.85731 -0.455
C 1.57365 2.15698 -2.59587 -0.656
C 1.53098 0.93852 -1.93663 0.553
C 2.68441 0.28319 -1.51616 -0.941
C 3.91698 0.87356 -1.77438 -0.308
H 2.86841 3.67391 -3.39013 0.461
H 0.67425 2.64934 -2.94666 0.787
H 2.64701 -0.67983 -1.02088 0.522
H 4.82891 0.38389 -1.45911 0.492
C 0.36860 -1.38607 4.07680 -0.939
N 1.37621 -0.61194 3.36708 -0.014
C 2.53473 -0.03565 4.07054 -0.609
C 3.28423 0.72778 2.96186 -0.579
N 2.41681 0.49878 1.79847 0.037
C 1.36053 -0.25487 2.09697 0.661
S 0.12119 -0.72014 1.00038 -0.352
H 0.86318 -2.11986 4.71083 0.324
H -0.26753 -1.90251 3.36353 0.323
H -0.24255 -0.73510 4.70257 0.335
H 3.13429 -0.83277 4.50676 0.361
H 2.19449 0.61593 4.87448 0.343
H 4.27939 0.32685 2.78431 0.333
H 3.37084 1.79078 3.17331 0.328
H 2.59521 0.85941 0.87649 0.092
```

Calculated values
Largest force on an atom = 1.1 eV/Å
HOMO (alpha / beta) = -0.5075 / -0.5075 Ha
Total charge = +2
Spin multiplicity = 1
Kohn-Sham gap (alpha / beta) = 4.9 / 4.9 eV

***

# 5
Density functional theory data (ωB97M-V/def2-TZVPD) for a single C22H21ClN4O molecule at a distorted geometry.

Geometry as XYZ:
```
49
Properties=species:S:1:pos:R:3:mulliken_charge:R:1
O -3.15305 0.66906 -1.19840 -0.774
Cl 7.46779 4.21118 0.64610 -0.210
C -2.03973 0.64392 -0.60719 0.738
C 0.52561 0.40181 0.66396 -0.437
C -0.21760 -0.70484 0.26284 -0.438
C -1.03377 4.29421 -0.01425 -0.883
C 4.78593 4.15932 0.33534 -0.848
C 5.53954 2.70329 2.20376 -0.466
C -1.80998 3.25251 -0.44395 -0.465
C 3.42808 3.81844 0.64146 -0.366
C 4.13729 2.28121 2.37202 -0.495
C 0.17501 4.07387 0.62113 -0.302
C 5.84086 3.70957 1.13638 0.248
C -1.37564 1.87536 -0.29274 -0.289
C -0.09634 1.71520 0.39410 1.379
C 3.13319 2.76083 1.45935 0.547
C 0.71369 2.76252 0.78320 -0.772
N 1.69190 0.70824 1.43878 -0.346
N 1.85958 2.15451 1.33296 0.140
N -1.24491 -4.23744 -1.36634 -0.148
N -1.42631 -0.56591 -0.49285 0.286
C -1.49195 -4.49669 0.08483 -0.855
C -2.53024 -4.47215 -2.00172 -0.714
C -2.48704 -3.37150 0.59652 -0.889
C -3.58553 -3.52898 -1.50676 -0.931
C -0.75238 -2.87805 -1.68548 -1.054
C -3.03798 -2.52850 -0.52711 0.339
C -1.88915 -1.78228 -1.26959 -0.613
H -0.05763 -1.67501 0.67977 0.495
H -1.50691 5.30976 -0.05173 0.296
H 4.97138 4.88471 -0.44013 0.373
H 6.24421 2.07148 2.76366 0.348
H -2.83074 3.34473 -0.80300 0.464
H 2.77258 4.37697 0.00343 0.416
H 3.92529 1.39466 2.97533 0.456
H 0.84392 4.81750 1.00691 0.663
H 2.47476 0.11059 1.50688 0.331
H -1.96750 -5.47212 0.18255 0.293
H -0.57439 -4.40170 0.55455 0.415
H -2.83790 -5.53111 -1.81939 0.369
H -2.38578 -4.30845 -3.08329 0.290
H -3.36495 -3.71866 1.16540 0.552
H -1.93818 -2.74167 1.27623 0.372
H -4.24619 -3.12594 -2.34913 0.403
H -4.24621 -4.19629 -0.90919 0.389
H 0.16684 -2.75520 -1.02463 0.360
H -0.33409 -2.73960 -2.69157 0.237
H -3.95031 -1.93505 -0.35036 0.453
H -2.28510 -1.33834 -2.15866 0.645
```

Calculated values
Structure (SMILES) = O=c1c2cccc3c2c(cn1[C@H]1CN2CCC1CC2)NN3c1ccc(Cl)cc1
Largest force on an atom = 5.0 eV/Å
HOMO = -0.2563 Ha
Spin multiplicity = 1
Kohn-Sham gap = 7.2 eV

***

# 6
Density functional theory data (ωB97M-V/def2-TZVPD) for a molecular structure, C22H21CoF3N6O2.

Geometry as XYZ:
```
55
Properties=species:S:1:pos:R:3:mulliken_spin:R:1
Co 0.92488 -1.25248 0.34901 0.934
C 1.82316 4.20874 -3.92964 0.000
C 1.31414 3.22932 -2.90711 0.001
C 0.77347 3.65823 -1.69482 -0.001
C 0.36586 2.75894 -0.73282 -0.003
C 0.43652 1.36760 -0.92416 0.002
N 0.06117 0.48003 0.07206 -0.002
C -1.14796 0.72803 0.69976 0.005
C -2.22773 1.35452 0.04933 0.003
C -3.44038 1.57031 0.66985 0.000
C -3.68168 1.14862 1.97607 -0.001
C -5.02803 1.32200 2.62451 0.000
C -2.64369 0.50654 2.62674 -0.002
C -1.40801 0.32218 2.01827 -0.013
N -0.38637 -0.31161 2.77940 0.008
C -0.17226 -0.22500 4.10712 0.000
C 0.78513 -1.15854 4.43564 0.000
C 1.10698 -1.78025 3.22516 -0.002
N 0.38839 -1.26200 2.23565 -0.010
C 0.95768 0.95311 -2.15666 0.003
C 1.40987 1.86421 -3.10872 0.001
N 1.04675 -0.43318 -2.47049 0.009
C 0.99528 -0.98713 -3.69812 0.001
C 1.45867 -2.27639 -3.59464 0.000
C 1.77658 -2.43130 -2.24238 0.001
N 1.52327 -1.31458 -1.56802 -0.016
H 1.24886 5.13477 -3.90389 0.000
H 1.75795 3.80031 -4.93820 0.000
H 2.86869 4.46567 -3.74463 0.000
H 0.69203 4.72072 -1.49459 0.000
H -0.03236 3.12029 0.20701 0.000
H -2.09914 1.66870 -0.97784 0.000
H -4.23425 2.05631 0.11353 0.000
H -5.51694 2.23185 2.27575 0.000
H -4.94183 1.38179 3.70974 0.000
H -5.68896 0.48400 2.39176 0.000
H -2.79115 0.12289 3.62986 0.000
H -0.71597 0.48536 4.70443 0.000
H 1.19225 -1.36043 5.41009 0.000
H 1.80818 -2.56803 3.00624 0.000
H 1.85100 1.48718 -4.02402 0.000
H 0.64016 -0.42127 -4.54119 0.000
H 1.53737 -3.00821 -4.37815 0.000
H 2.14057 -3.29666 -1.71567 -0.001
N 2.92337 -0.32850 0.92436 0.069
H 3.35835 -0.01672 0.06303 -0.005
H 3.60890 -0.87424 1.43374 -0.006
H 2.70662 0.49614 1.47373 -0.007
F -0.55334 -5.60876 -0.88873 0.000
C 0.01914 -5.15797 0.23586 0.000
F 1.17708 -5.81364 0.39064 0.000
F -0.77715 -5.49308 1.26501 0.000
C 0.20590 -3.62495 0.18210 0.014
O -0.73795 -2.93967 -0.20002 0.026
O 1.34095 -3.18381 0.54904 -0.008
```

Calculated values
Largest force on an atom = 0.4 eV/Å
<S²> = 0.755
HOMO (alpha / beta) = -0.2524 / -0.2511 Ha
Spin multiplicity = 2
Kohn-Sham gap (alpha / beta) = 7.4 / 7.3 eV

***

no.,energy (eV)
1,-33189.80321
2,-167363.67840
3,-130509.85826
4,-183711.57983
5,-43681.21998
6,-81972.16310